1.
The following is a DFT calculation (the ωB97M-V functional and the def2-TZVPD basis) of C16H26AsN4O4Tc as an isolated structure.

Atoms and positions in Å:
Tc: 0.190 -0.172 -0.363
C: 0.737 1.853 2.897
C: 0.106 0.518 2.780
N: -0.059 -0.207 1.671
C: -0.701 -1.386 2.046
C: -0.932 -1.363 3.386
N: -0.419 -0.169 3.807
C: -1.541 -2.259 4.444
O: -2.026 -3.426 4.085
O: -1.517 -1.839 5.560
C: -0.922 -2.380 1.015
O: -1.376 -3.463 1.071
O: -0.463 -1.857 -0.255
H: 1.173 2.150 1.945
H: 1.524 1.839 3.653
H: 0.002 2.600 3.201
H: -0.459 0.105 4.788
H: -1.960 -3.634 3.138
C: 4.055 1.280 -1.962
C: 3.928 0.546 -0.633
As: 2.591 -0.878 -0.619
C: 2.174 -1.500 -2.410
C: 1.023 -0.620 -2.905
C: 3.138 -2.325 0.558
C: 4.374 -3.016 -0.021
H: 4.861 2.010 -1.880
H: 3.150 1.823 -2.235
H: 4.317 0.608 -2.778
H: 3.700 1.210 0.203
H: 4.848 0.016 -0.376
H: 1.876 -2.546 -2.332
H: 3.040 -1.439 -3.068
H: 0.062 -0.765 -2.338
H: 0.685 -0.925 -3.898
H: 1.288 0.436 -2.975
H: 2.288 -3.005 0.635
H: 3.324 -1.879 1.536
H: 4.180 -3.458 -0.998
H: 4.654 -3.826 0.653
H: 5.232 -2.347 -0.094
C: 0.870 3.307 -0.814
C: -0.480 2.742 -1.064
N: -0.839 1.451 -0.927
C: -2.191 1.340 -1.288
C: -2.627 2.569 -1.622
N: -1.544 3.417 -1.483
H: 1.564 2.521 -0.503
H: 0.840 4.066 -0.030
H: 1.271 3.774 -1.715
H: -2.725 0.404 -1.275
H: -3.594 2.912 -1.951
H: -1.559 4.412 -1.679

Cartesian forces (eV/Å) of the 6 atoms listed first:
Tc 0.1 0.2 0.2
C 0.0 0.0 0.0
C 0.0 0.0 0.0
N 0.0 -0.1 -0.1
C 0.0 0.0 0.0
C 0.0 0.0 0.0

Calculated values
Net charge ... +3
Energy relative to the best compared isomer or geometry (same formula, charge and spin) ... 0.21 kcal/mol
Orbital gap (spin up / spin down) ... 7.00 / 6.90 eV
HOMO energy (spin up / spin down) ... -19.110 / -19.108 eV
<S²> ... 0.761
2S+1 ... 2

---

2.
The following is a DFT calculation (the ωB97M-V functional and the def2-TZVPD basis) of C16H26AuN2S as an isolated structure.

Atoms and positions in Å:
Au: 0.294 0.270 -0.707
C: -2.365 -0.734 0.269
C: -1.850 -2.124 -0.092
N: -0.430 -2.102 -0.450
C: -0.031 -2.797 -1.674
C: -0.564 -2.182 -2.972
S: -0.140 -0.434 -3.249
C: -1.752 0.388 -3.246
C: -2.643 0.073 -2.058
N: -1.984 0.278 -0.749
H: -3.451 -0.776 0.395
H: -1.929 -0.411 1.215
H: -2.038 -2.790 0.752
H: -2.414 -2.536 -0.930
H: 0.159 -2.395 0.317
H: 1.059 -2.784 -1.702
H: -0.346 -3.846 -1.665
H: -0.129 -2.739 -3.800
H: -1.645 -2.291 -3.064
H: -1.499 1.449 -3.276
H: -2.276 0.152 -4.172
H: -3.547 0.682 -2.124
H: -2.973 -0.961 -2.115
H: -2.231 1.195 -0.393
C: 2.390 -0.866 2.074
C: 2.458 0.405 1.214
C: 3.837 1.055 1.402
C: 2.227 0.043 -0.233
C: 1.326 1.385 1.577
C: 1.100 2.505 0.758
C: 0.056 3.387 1.017
C: -0.788 3.168 2.098
C: -0.569 2.074 2.925
C: 0.476 1.193 2.669
H: 3.112 -1.596 1.707
H: 1.395 -1.319 2.047
H: 2.634 -0.654 3.118
H: 4.624 0.351 1.128
H: 3.986 1.348 2.444
H: 3.945 1.946 0.782
H: 3.016 -0.079 -0.969
H: 1.767 2.697 -0.075
H: -0.088 4.252 0.381
H: -1.596 3.857 2.307
H: -1.209 1.908 3.783
H: 0.628 0.357 3.337

Cartesian forces (eV/Å) of the 6 atoms listed first:
Au -0.3 -0.2 -0.1
C 0.0 0.1 0.0
C 0.1 -0.1 -0.1
N 0.0 -0.1 -0.1
C 0.0 0.1 0.1
C 0.0 0.0 0.0

Calculated values
Net charge ... +1
Energy relative to the best compared isomer or geometry (same formula, charge and spin) ... 1.55 kcal/mol
Orbital gap (spin up / spin down) ... 8.29 / 7.39 eV
HOMO energy (spin up / spin down) ... -10.410 / -11.782 eV
<S²> ... 2.010
2S+1 ... 3

---

3.
The following is a DFT calculation (the ωB97M-V functional and the def2-TZVPD basis) of C16H26Br3CaClF9N2O2S as an isolated structure.

Atoms and positions in Å:
F: 1.287 2.360 1.350
C: 0.604 1.254 0.736
F: -0.608 1.844 0.237
C: 1.330 0.739 -0.599
C: 0.327 0.001 -1.603
C: 0.942 -0.312 -3.074
C: 1.580 0.983 -3.783
C: 3.135 0.719 -4.173
C: 3.825 0.117 -2.863
C: 3.197 -1.326 -2.600
N: 1.806 -1.517 -3.107
C: 0.142 0.135 1.783
F: -0.877 -0.619 1.200
F: -0.472 0.811 2.886
S: 1.439 -1.000 2.509
F: 0.214 -2.008 3.031
F: 1.612 -1.922 1.158
F: 2.754 0.022 2.147
F: 1.287 -0.179 3.993
F: 2.515 -2.007 3.277
H: 2.226 0.072 -0.404
H: 1.753 1.686 -1.091
H: -0.617 0.613 -1.830
H: -0.069 -0.983 -1.159
H: 0.017 -0.576 -3.701
H: 1.050 1.119 -4.794
H: 1.421 1.954 -3.220
H: 3.154 -0.121 -4.958
H: 3.631 1.653 -4.577
H: 3.704 0.861 -2.015
H: 4.944 -0.005 -3.068
H: 3.335 -1.583 -1.498
H: 3.854 -2.079 -3.161
H: 1.879 -1.955 -4.041
H: 1.345 -2.281 -2.478
C: 5.518 -2.092 1.819
C: 5.382 -1.729 0.353
O: 5.777 -0.574 0.043
O: 4.889 -2.624 -0.358
H: 5.955 -1.268 2.386
H: 4.534 -2.320 2.235
H: 6.159 -2.968 1.934
C: -5.473 0.808 2.513
C: -3.998 1.010 2.182
C: -3.654 2.460 1.858
C: -4.438 2.912 0.663
N: -5.049 3.264 -0.272
H: -6.115 1.060 1.661
H: -5.666 -0.236 2.768
H: -5.772 1.427 3.365
H: -3.734 0.366 1.337
H: -3.393 0.686 3.035
H: -2.587 2.551 1.642
H: -3.885 3.113 2.704
Ca: 3.843 1.174 3.570
Cl: 0.711 -3.903 -2.879
C: -9.431 0.158 1.396
Br: -8.043 1.143 0.467
Br: -10.002 -1.399 0.394
Br: -8.902 -0.303 3.204
H: -10.291 0.819 1.475

Cartesian forces (eV/Å) of the 6 atoms listed first:
F -0.8 -2.5 -0.3
C -0.9 1.3 -3.1
F 2.2 -1.2 1.9
C 0.2 0.4 0.0
C -0.4 -0.6 -0.6
C -1.7 1.5 -0.3

Calculated values
Net charge ... +1
Orbital gap ... 2.59 eV
HOMO energy ... -10.074 eV

---

4.
The following is a DFT calculation (the ωB97M-V functional and the def2-TZVPD basis) of C16H26CaN7O6 as an isolated structure.

Atoms and positions in Å:
Ca: -0.658 1.072 -0.281
O: -0.535 -0.579 1.450
C: -1.754 -1.273 1.685
C: -2.382 -1.756 0.382
N: -2.485 -0.688 -0.610
C: -2.432 -1.161 -1.994
C: -1.675 -0.216 -2.958
O: -1.492 -0.640 -4.096
O: -1.263 0.887 -2.468
C: -3.670 0.158 -0.397
C: -3.568 1.060 0.849
O: -4.485 1.059 1.660
O: -2.486 1.747 0.894
H: 0.152 -1.197 1.086
H: -2.411 -0.585 2.212
H: -1.585 -2.134 2.343
H: -3.361 -2.213 0.597
H: -1.743 -2.539 -0.036
H: -3.432 -1.346 -2.406
H: -1.902 -2.114 -2.036
H: -4.579 -0.455 -0.345
H: -3.745 0.826 -1.258
C: 1.263 -2.571 -1.102
C: 1.861 -1.465 -1.965
N: 1.295 -0.132 -1.770
C: 2.302 0.920 -1.585
C: 3.088 0.743 -0.291
N: 2.207 0.409 0.830
C: 2.657 -0.696 1.656
C: 2.637 -2.040 0.928
N: 1.322 -2.372 0.354
H: 1.768 -3.504 -1.395
H: 0.208 -2.684 -1.368
H: 1.718 -1.789 -3.001
H: 2.942 -1.428 -1.815
H: 0.717 0.118 -2.565
H: 1.782 1.880 -1.548
H: 3.006 0.971 -2.428
H: 3.649 1.660 -0.099
H: 3.830 -0.051 -0.412
H: 2.062 1.233 1.400
H: 1.985 -0.756 2.516
H: 3.677 -0.554 2.050
H: 2.932 -2.810 1.646
H: 3.399 -2.059 0.145
H: 0.987 -3.226 0.782
N: -0.582 3.427 2.308
C: 0.526 3.435 1.546
O: 0.524 2.909 0.393
C: 1.727 3.992 2.089
C: 2.916 3.951 1.331
N: 3.886 3.906 0.702
C: 1.733 4.540 3.389
N: 1.685 5.005 4.448
H: -1.428 2.964 1.986
H: -0.556 3.823 3.231

Cartesian forces (eV/Å) of the 6 atoms listed first:
Ca 0.5 -0.1 -0.1
O 0.0 -0.1 0.1
C 0.0 0.0 0.0
C 0.0 0.0 0.0
N -0.1 0.0 0.0
C 0.0 0.0 0.0

Calculated values
Net charge ... -1
Energy relative to the best compared isomer or geometry (same formula, charge and spin) ... 12.67 kcal/mol
Orbital gap ... 7.34 eV
HOMO energy ... -5.170 eV

---

5.
The following is a DFT calculation (the ωB97M-V functional and the def2-TZVPD basis) of C16H26ClN8O4RhS as an isolated structure.

Atoms and positions in Å:
Rh: 0.181 0.077 -0.116
C: -3.966 -0.009 -2.118
C: -2.599 0.261 -1.582
N: -1.894 -0.564 -0.905
N: -2.313 -1.809 -0.562
C: -1.366 -2.737 -0.292
N: -1.752 -3.921 0.152
S: 0.267 -2.400 -0.594
C: -1.934 1.551 -1.863
C: -2.409 2.421 -2.833
C: -1.729 3.607 -3.069
C: -0.606 3.900 -2.316
C: -0.183 2.975 -1.372
N: -0.827 1.833 -1.155
H: -4.422 -0.902 -1.699
H: -3.908 -0.157 -3.200
H: -4.629 0.834 -1.930
H: -3.298 -2.032 -0.534
H: -2.718 -4.205 0.221
H: -1.045 -4.614 0.342
H: -3.289 2.173 -3.410
H: -2.073 4.290 -3.834
H: -0.059 4.822 -2.454
H: 0.702 3.160 -0.776
N: -0.802 0.944 1.957
C: 0.434 1.444 2.597
C: 0.166 2.189 3.907
C: 1.335 2.798 4.715
C: 2.283 3.775 3.989
N: 3.263 3.206 3.064
C: 4.338 2.498 3.405
N: 5.050 1.925 2.437
N: 4.737 2.428 4.669
C: 1.366 0.173 2.678
O: 2.053 -0.043 3.656
O: 1.279 -0.560 1.631
H: -1.463 1.703 1.822
H: -1.247 0.258 2.560
H: 0.898 2.115 1.872
H: -0.386 1.515 4.566
H: -0.509 3.016 3.658
H: 1.904 2.000 5.181
H: 0.870 3.381 5.512
H: 2.835 4.337 4.747
H: 1.702 4.504 3.425
H: 3.088 3.268 2.073
H: 4.647 1.848 1.512
H: 5.831 1.334 2.661
H: 4.179 2.810 5.411
H: 5.524 1.860 4.929
Cl: 4.218 3.074 -1.386
C: 3.574 1.588 -2.117
C: 2.399 1.040 -1.323
O: 1.607 0.261 -1.903
O: 2.232 1.365 -0.114
H: 4.369 0.845 -2.144
H: 3.264 1.804 -3.134

Cartesian forces (eV/Å) of the 6 atoms listed first:
Rh 0.6 -0.5 0.6
C 0.0 -0.1 -0.1
C -0.2 -0.4 0.0
N 0.3 0.5 0.1
N -0.3 -0.2 0.1
C 0.3 0.1 -0.2

Calculated values
Net charge ... +2
Orbital gap (spin up / spin down) ... 8.16 / 6.52 eV
HOMO energy (spin up / spin down) ... -14.331 / -14.370 eV
<S²> ... 6.013
2S+1 ... 5

---

6.
The following is a DFT calculation (the ωB97M-V functional and the def2-TZVPD basis) of C16H26EuI2InN2O3S2Se as an isolated structure.

Atoms and positions in Å:
I: 0.401 -2.951 0.045
I: -0.245 -1.948 -4.333
Eu: 0.669 1.255 -3.099
In: 0.078 -0.049 0.439
S: 2.058 -0.865 -2.035
S: -1.215 -0.207 -1.676
C: 2.196 1.311 0.567
C: 3.830 -0.969 -2.188
C: -3.013 0.073 -1.455
C: 4.149 -0.865 -3.679
C: 4.503 0.088 -1.321
C: 4.150 -2.368 -1.656
C: -3.628 -0.273 -2.810
C: -3.219 1.503 -0.995
C: -3.466 -0.941 -0.412
C: 2.701 3.126 -2.307
C: -0.408 3.800 -2.489
O: 2.919 2.006 1.132
O: 3.487 3.689 -1.661
O: -0.893 4.642 -1.843
H: 3.848 0.106 -4.101
H: 3.575 -1.637 -4.211
H: 5.222 -1.023 -3.875
H: 4.057 1.088 -1.454
H: 5.575 0.149 -1.575
H: 4.401 -0.211 -0.264
H: 3.791 -2.467 -0.621
H: 5.229 -2.571 -1.693
H: 3.612 -3.121 -2.243
H: -4.721 -0.148 -2.786
H: -3.402 -1.323 -3.039
H: -3.210 0.319 -3.633
H: -4.292 1.662 -0.798
H: -2.876 2.233 -1.735
H: -2.660 1.671 -0.060
H: -4.553 -0.855 -0.273
H: -2.970 -0.788 0.556
H: -3.232 -1.957 -0.755
C: 1.108 -0.144 4.003
N: -0.337 -0.247 4.159
C: -0.956 -0.981 5.147
C: -2.293 -0.833 5.003
N: -2.489 -0.011 3.903
C: -3.786 0.449 3.413
C: -1.277 0.382 3.406
Se: -0.985 1.647 2.061
H: 1.543 -0.395 4.973
H: 1.383 0.870 3.716
H: 1.465 -0.847 3.247
H: -0.382 -1.525 5.868
H: -3.116 -1.232 5.578
H: -4.450 -0.424 3.281
H: -4.245 1.149 4.135
H: -3.634 0.960 2.445

Cartesian forces (eV/Å) of the 6 atoms listed first:
I 0.5 0.9 0.2
I 0.3 0.4 -0.5
Eu -0.2 -1.9 -0.4
In -0.6 -0.9 -0.2
S -2.6 1.2 0.1
S 1.7 0.9 -0.4

Calculated values
Net charge ... +4
Orbital gap (spin up / spin down) ... 4.85 / 4.80 eV
HOMO energy (spin up / spin down) ... -19.911 / -19.836 eV
<S²> ... 12.032
2S+1 ... 7

---

7.
The following is a DFT calculation (the ωB97M-V functional and the def2-TZVPD basis) of an isolated ion of composition C16H26F3N5O4PS and charge +1.

Atoms and positions in Å:
C: 4.815 2.357 -1.274
C: 3.870 1.146 -1.464
P: 2.179 1.530 -0.858
C: 2.387 2.059 0.889
C: 1.338 -0.067 -0.600
C: 0.490 -0.187 0.501
C: 0.147 -1.423 1.000
C: -0.493 -1.494 2.369
O: 0.198 -1.287 3.333
O: -1.799 -1.786 2.379
C: -2.642 -0.792 3.027
C: -2.797 0.452 2.169
C: -3.621 0.206 0.904
C: -3.330 1.127 -0.299
N: -1.936 1.657 -0.388
C: -1.770 3.048 -0.086
N: -1.951 3.551 1.058
N: -1.347 3.876 -1.145
C: 0.507 -2.543 0.242
S: 0.201 -4.208 0.752
O: 0.511 -4.323 2.139
O: 0.841 -5.070 -0.191
C: -1.660 -4.479 0.582
F: -2.177 -4.636 1.768
F: -1.856 -5.553 -0.137
F: -2.207 -3.428 -0.025
C: 1.124 -2.379 -0.960
N: 1.494 -1.167 -1.394
C: 1.984 -1.045 -2.814
N: 1.210 -0.172 -3.626
H: 5.804 2.000 -1.006
H: 4.487 3.046 -0.501
H: 4.883 2.933 -2.192
H: 3.796 0.981 -2.536
H: 4.311 0.261 -1.005
H: 2.750 1.224 1.490
H: 1.408 2.328 1.275
H: 3.064 2.902 0.941
H: 0.131 0.723 0.954
H: -3.599 -1.275 3.197
H: -2.180 -0.540 3.980
H: -1.796 0.824 1.949
H: -3.294 1.184 2.809
H: -4.663 0.366 1.178
H: -3.507 -0.831 0.593
H: -4.051 1.941 -0.352
H: -3.477 0.533 -1.201
H: -1.668 1.564 -1.358
H: -2.204 2.830 1.726
H: -0.365 4.110 -1.073
H: -1.509 3.462 -2.053
H: 1.334 -3.234 -1.586
H: 1.900 -2.054 -3.215
H: 3.031 -0.779 -2.833
H: 0.215 -0.263 -3.473
H: 1.489 0.797 -3.556

Cartesian forces (eV/Å) of the 6 atoms listed first:
C -0.2 0.0 -0.1
C 0.3 0.1 0.0
P -0.5 0.8 -0.6
C -0.2 -0.9 -0.1
C 0.0 -0.3 0.1
C 0.2 0.1 -0.1

Calculated values
Net charge ... +1
Energy relative to the best compared isomer or geometry (same formula, charge and spin) ... 0.00 kcal/mol
Orbital gap ... 7.37 eV
SMILES string ... [H]/N=C(/N)NCCCCOC(=O)c1cc(P(C)CC)[n+](CN)cc1S(=O)(=O)C(F)(F)F
HOMO energy ... -12.105 eV

---

8.
The following is a DFT calculation (the ωB97M-V functional and the def2-TZVPD basis) of a 2-piece molecular cluster, C16H26F8N2O5PS overall.

Atoms and positions in Å:
C: 3.411 -4.275 -1.808
O: 3.723 -3.052 -1.182
C: 2.528 -2.396 -0.726
C: 2.665 -0.905 -0.848
C: 1.316 -0.175 -0.699
C: 0.543 -0.312 -2.032
P: -1.209 0.442 -1.919
C: -3.049 1.080 -1.788
C: -3.843 0.338 -0.724
S: -5.643 0.401 -1.108
C: -6.117 -1.246 -1.300
N: -5.666 -2.340 -0.777
N: -6.452 -3.340 -1.280
C: -7.326 -2.823 -2.040
O: -7.155 -1.469 -2.107
C: -0.791 1.911 -3.157
C: -0.660 1.543 -4.591
O: -1.209 2.194 -5.483
O: 0.060 0.453 -4.921
H: 4.339 -4.817 -1.971
H: 2.900 -4.134 -2.760
H: 2.793 -4.886 -1.144
H: 1.672 -2.775 -1.278
H: 2.393 -2.676 0.325
H: 3.427 -0.525 -0.165
H: 3.038 -0.717 -1.853
H: 1.550 0.873 -0.610
H: 0.745 -0.572 0.138
H: 0.409 -1.378 -2.210
H: 1.170 0.156 -2.783
H: -0.824 1.294 -0.783
H: -1.536 -0.660 -0.988
H: -1.626 -0.357 -3.087
H: -3.512 0.970 -2.765
H: -3.078 2.137 -1.518
H: -3.701 0.856 0.214
H: -3.578 -0.712 -0.642
H: -8.096 -3.342 -2.561
H: -1.620 2.608 -3.128
H: 0.069 2.472 -2.795
H: -0.124 0.261 -5.848
C: 3.527 1.601 4.393
C: 2.844 1.776 5.765
C: 1.877 0.690 6.251
F: 0.823 0.525 5.441
F: 1.396 1.048 7.469
F: 2.258 2.990 5.823
F: 3.857 1.788 6.685
O: 3.010 2.265 3.246
C: 1.989 1.739 2.464
C: 0.714 2.592 2.499
F: 0.281 2.784 3.764
F: -0.258 1.969 1.817
F: 1.762 0.451 2.779
F: 2.445 1.752 1.198
H: 4.503 2.067 4.524
H: 3.732 0.551 4.183
H: 2.397 -0.266 6.356
H: 0.906 3.569 2.049

Cartesian forces (eV/Å) of the 6 atoms listed first:
C 0.3 0.0 0.5
O -0.3 0.0 -0.3
C 0.6 -0.3 0.6
C -0.2 0.1 -0.1
C 0.5 -0.4 -1.6
C -0.1 0.2 1.4

Calculated values
Net charge ... -1
Orbital gap ... 6.24 eV
HOMO energy ... -4.022 eV

---

Number 1: largest force on an atom 0.30 eV/Å. Number 2: largest force on an atom 0.41 eV/Å. Number 3: largest force on an atom 7.57 eV/Å. Number 4: largest force on an atom 0.50 eV/Å. Number 5: largest force on an atom 1.51 eV/Å. Number 6: largest force on an atom 6.13 eV/Å. Number 7: largest force on an atom 1.40 eV/Å. Number 8: largest force on an atom 1.88 eV/Å.